1.
C4H8S as an isolated structure. Source: the Open Molecules 2025 dataset; level of theory: ωB97M-V with the def2-TZVPD basis set.

Computed properties:
LUMO level: 1.0 eV
ΔE to the lowest compared entry with this formula, charge and spin: 2.467 eV
Kohn-Sham gap: 9.3 eV
Maximum force: 0.1645 hartree/bohr

```
13
Properties=species:S:1:pos:R:3:forces:R:3:lowdin_charge:R:1
C 1.9708 -0.3818 0.3926 -0.2319 4.7351 -7.0047 -0.108
C 0.4424 -0.6242 -0.0494 5.3219 -3.8256 2.5354 -0.835
C -0.6109 -0.5604 1.0215 -1.0971 -0.7749 1.7630 -0.274
C -1.4082 0.6253 0.4608 5.0766 2.1327 1.1047 -0.398
H 2.2914 0.8576 0.4437 -1.0933 -3.5899 0.1173 0.134
H 2.1858 -0.8660 1.2395 1.2000 -2.0126 3.0473 -0.014
H 2.5398 -0.7791 -0.6549 -0.8611 1.0039 3.3653 0.124
H 0.6489 -1.5861 -0.5993 -1.1504 0.3723 0.8422 0.099
H -1.2561 -1.4880 0.8664 0.8133 1.0433 1.2410 0.133
H -0.2673 -0.2461 2.0718 -0.3396 -1.4930 -1.3222 0.136
H -1.3348 1.5893 1.0557 0.2124 -1.0821 -0.8048 0.101
H -2.3541 0.4242 0.3398 -5.0832 -0.9901 -1.1153 0.000
S -0.3011 0.4838 -0.9822 -2.7678 4.4810 -3.7691 0.902
```
Positions in Å, forces in eV/Å.

2.
A single C21H23BrN2O5 molecule. Source: the Open Molecules 2025 dataset; level of theory: ωB97M-V with the def2-TZVPD basis set.

Computed properties:
LUMO level: 0.1 eV
ΔE to the lowest compared entry with this formula, charge and spin: 0.000 eV
Kohn-Sham gap: 8.4 eV
Structure (SMILES): CC[C@H](C)NC(=O)COC(=O)c1ccccc1OCC(=O)Nc1ccc(Br)cc1
Maximum force: 0.0151 hartree/bohr

```
52
Properties=species:S:1:pos:R:3:forces:R:3:lowdin_charge:R:1
C 1.7613 -0.0322 -1.7419 0.1927 0.1059 -0.1295 -0.085
C 2.8052 1.0144 -2.1173 -0.3429 0.0899 0.1655 -0.202
C 2.5407 2.3680 -1.4449 0.1026 0.0120 -0.3450 -0.369
C 3.6016 3.3970 -1.8214 -0.2996 -0.0783 0.0555 -0.045
N 2.5109 2.2005 -0.0054 0.3958 0.0329 -0.2457 0.111
C 1.3954 2.3122 0.7211 0.2740 -0.2759 0.6697 -0.457
O 0.3243 2.6984 0.2971 -0.4129 0.2086 -0.0883 0.048
C 1.5611 1.8789 2.1866 -0.0283 0.5924 -0.0101 -0.040
O 1.8486 0.4851 2.2953 -0.1142 -0.2191 0.0364 0.031
C 3.1341 0.1248 2.2520 0.2186 0.2563 -0.0783 -0.427
O 4.0318 0.9094 2.0281 -0.0496 -0.0887 0.1112 0.095
C 3.3684 -1.2976 2.5681 -0.0807 -0.2382 0.0056 -0.045
C 4.5862 -1.5910 3.1790 -0.1914 0.0517 -0.1052 -0.005
C 4.8967 -2.8756 3.5727 0.0202 -0.1035 0.0399 -0.073
C 3.9765 -3.8850 3.3481 0.0903 0.1392 0.0003 -0.062
C 2.7752 -3.6205 2.7151 -0.3116 -0.0385 -0.1209 -0.008
C 2.4501 -2.3289 2.3037 0.2789 0.1058 0.1202 -0.189
O 1.3134 -2.0150 1.6260 0.0137 0.0232 0.0180 -0.036
C 0.4737 -3.0846 1.2465 -0.1920 -0.5733 -0.1003 -0.085
C -0.6910 -2.6666 0.3431 0.5157 0.1279 0.3214 -0.436
O -1.3330 -3.5347 -0.2066 -0.0192 -0.2293 0.0141 0.076
N -0.9108 -1.3381 0.2661 0.2527 0.3158 0.2279 0.157
C -1.9131 -0.6810 -0.4620 -0.4392 0.1414 -0.2957 -0.206
C -1.9379 0.7119 -0.4347 0.0360 -0.2158 0.0364 -0.017
C -2.9033 1.4111 -1.1320 -0.0954 -0.0526 -0.0686 -0.115
C -3.8539 0.7139 -1.8571 -0.1622 0.0662 -0.1277 -0.688
Br -5.1908 1.6716 -2.8194 0.1224 -0.0817 0.0866 0.709
C -3.8458 -0.6691 -1.8943 -0.0461 0.2928 -0.0271 -0.121
C -2.8768 -1.3672 -1.1983 0.0877 -0.1997 0.0443 -0.004
H 1.9244 -0.9489 -2.3034 -0.0443 -0.1257 -0.0101 0.077
H 1.8171 -0.2713 -0.6816 -0.0402 -0.0636 0.1116 0.054
H 0.7597 0.3325 -1.9607 -0.1555 -0.0125 -0.0031 0.076
H 2.8016 1.1619 -3.1982 0.0977 0.0231 -0.0463 0.114
H 3.7985 0.6611 -1.8289 0.1078 0.0336 -0.0616 0.115
H 1.5473 2.7305 -1.7295 0.1509 -0.0684 0.0163 0.147
H 3.6102 3.5499 -2.8969 0.0574 0.0220 -0.1289 0.079
H 3.3935 4.3475 -1.3368 0.0217 0.1030 0.0277 0.080
H 4.5867 3.0548 -1.5106 0.1482 -0.0184 0.0156 0.080
H 3.3682 1.9031 0.4463 -0.1990 0.0242 0.1252 0.124
H 2.3635 2.4578 2.6569 -0.1521 -0.0823 -0.0216 0.138
H 0.6181 2.0333 2.7135 0.1481 -0.0211 -0.1713 0.140
H 5.2750 -0.7764 3.3439 0.0432 0.0586 0.0001 0.123
H 5.8387 -3.0876 4.0523 0.0853 -0.0116 0.0523 0.105
H 4.1927 -4.8956 3.6598 0.0084 -0.0907 0.0160 0.110
H 2.0916 -4.4374 2.5526 -0.0765 -0.0377 -0.0579 0.106
H 0.0263 -3.5615 2.1305 0.0818 0.0499 -0.1258 0.149
H 1.0355 -3.8474 0.6922 -0.1096 0.1276 0.0701 0.144
H -0.2719 -0.7398 0.7766 -0.0132 -0.1708 -0.0559 0.137
H -1.1963 1.2675 0.1169 0.0802 0.0375 0.0718 0.082
H -2.9076 2.4893 -1.1082 -0.0066 0.0887 -0.0018 0.106
H -4.5908 -1.2029 -2.4637 -0.0481 -0.0319 -0.0348 0.102
H -2.8673 -2.4431 -1.2279 -0.0020 -0.0009 0.0018 0.100
```
Positions in Å, forces in eV/Å.

3.
C27H44ClF9I2N2O10S as an isolated structure. Source: the Open Molecules 2025 dataset; level of theory: ωB97M-V with the def2-TZVPD basis set.

Computed properties:
LUMO level: -1.4 eV
Kohn-Sham gap: 7.2 eV
Maximum force: 0.0470 hartree/bohr

```
96
Properties=species:S:1:pos:R:3:forces:R:3:lowdin_charge:R:1
C -6.6108 2.3170 -6.1989 0.1321 0.3132 -0.0226 -0.118
C -5.6538 2.9362 -5.1766 -0.6420 -1.0216 -0.2743 -0.303
C -6.2727 2.9519 -3.7767 0.1336 0.1296 -0.2501 -0.667
Cl -7.2014 1.4527 -3.4192 -0.2596 0.1420 -0.1108 0.791
C -5.3404 3.3606 -2.6248 0.0643 0.8447 0.6233 -0.701
I -4.7814 5.4082 -3.1618 -0.4466 -0.0412 -0.6373 1.016
C -6.1526 3.5117 -1.2895 -0.7276 0.7701 -0.0815 -0.560
O -6.7424 4.4791 -0.8563 0.8928 -2.0582 -0.8993 0.102
O -6.1374 2.2790 -0.7398 -0.0781 0.9460 0.7941 0.015
C -4.8722 1.5687 -0.9350 -1.5400 -0.2970 0.0591 -0.436
C -5.3280 0.1586 -1.2741 0.3516 -0.3291 -0.3870 -0.024
C -4.2473 1.5602 0.4699 0.0745 -0.8052 0.1745 -0.179
O -4.8063 0.4787 1.2330 0.0315 0.1159 0.1489 -0.038
C -3.8805 -0.0464 2.1095 0.1204 0.1993 2.0719 -0.476
C -3.0188 -1.1282 1.5134 -0.1284 0.8270 -0.2751 0.039
O -3.8101 0.3176 3.2699 -0.2791 -0.4912 -2.0496 0.135
C -4.2124 2.4319 -2.0537 0.6864 0.8897 0.5055 -0.592
I -2.9176 3.8843 -0.9672 0.6122 -0.4949 0.3792 1.138
S -2.9200 1.7130 -3.1363 1.4069 1.6716 0.1283 0.653
O -1.7835 1.3574 -2.3404 -0.5959 -1.0654 0.2971 -0.312
O -2.6344 2.6839 -4.1491 -0.8584 -0.1730 -0.2778 -0.288
C -3.4858 0.1897 -4.0544 0.2570 -0.7013 -0.3723 -0.451
F -4.7948 0.1932 -4.3097 -0.1191 0.0490 0.1738 0.084
F -2.8665 0.2819 -5.2316 0.1689 0.1358 -0.1397 0.144
C -3.0243 -1.1733 -3.4134 0.0173 0.3674 0.0666 -0.380
F -1.8120 -1.4463 -3.8933 0.2302 -0.1281 -0.1979 0.183
F -2.9172 -1.0906 -2.0799 0.0173 0.0160 0.1987 0.125
C -3.9840 -2.3367 -3.7285 0.5636 -0.5160 0.1631 -0.365
F -5.1637 -2.1290 -3.1352 -0.2673 0.0056 -0.0928 0.172
F -4.1316 -2.4381 -5.0544 -0.1374 0.1441 -0.2093 0.187
C -3.4729 -3.7176 -3.2169 -0.7387 -0.3556 -0.3847 -0.545
F -3.4548 -3.7586 -1.8884 0.3156 0.0551 -0.0407 0.190
F -2.2899 -4.0321 -3.7231 0.0520 0.0568 0.2541 0.201
F -4.3647 -4.6276 -3.6426 0.1951 0.0834 0.1083 0.177
H -7.6410 2.5792 -5.9937 -0.2737 0.0912 0.0614 0.067
H -6.3744 2.7072 -7.1812 0.0956 -0.0545 -0.2704 0.076
H -6.5427 1.2395 -6.2229 -0.0066 -0.2799 0.0046 0.058
H -4.7274 2.3839 -5.2072 0.2674 0.1364 0.0315 0.072
H -5.4590 3.9448 -5.4979 0.2068 0.3879 0.2263 0.060
H -7.0373 3.7139 -3.8073 -0.2932 0.1997 0.1807 0.089
H -6.2528 0.0024 -0.7448 -0.2943 -0.0355 0.2045 0.114
H -5.5349 0.0063 -2.3210 0.0111 0.1648 0.0667 0.015
H -4.6456 -0.6068 -0.9392 0.1315 0.0972 0.1586 0.077
H -3.1738 1.4153 0.4381 0.3140 0.1590 -0.2437 0.098
H -4.5032 2.4603 1.0020 0.1163 0.4897 -0.0067 0.113
H -3.5149 -2.0846 1.5832 -0.1827 -0.2981 0.1657 0.100
H -2.8859 -0.9082 0.4592 0.2021 -0.1164 -0.1792 0.068
H -2.0637 -1.1352 2.0140 0.2446 -0.2107 0.1503 0.078
C -0.3917 -3.5225 2.1335 0.0685 0.0783 -0.0500 -0.124
O 0.4588 -2.3962 2.2212 -0.1388 -0.1630 0.0253 -0.203
C 0.7839 -2.0203 3.5568 0.1004 0.3330 -0.0130 -0.213
C 2.2560 -2.2375 3.8303 -0.0024 -0.2444 -0.1447 -0.217
N 2.5789 -3.6580 3.8782 0.0541 0.1792 0.0337 -0.048
C 4.0123 -3.9403 3.9166 -0.1619 -0.2241 -0.0546 -0.195
C 4.8414 -3.5498 2.6979 0.2170 -0.0616 0.1890 -0.226
O 4.5412 -4.2994 1.5324 -0.1156 0.0967 -0.0049 -0.173
C 3.4859 -3.7904 0.7398 0.1040 -0.1832 -0.0674 -0.101
H -0.6607 -3.6529 1.0859 0.0330 0.0390 -0.0185 0.088
H 0.1032 -4.4352 2.4812 -0.0757 -0.0178 0.0693 0.083
H -1.3066 -3.3647 2.7127 -0.0124 -0.1078 0.0402 0.079
H 0.1663 -2.5574 4.2815 0.0234 -0.1025 -0.0297 0.125
H 0.5638 -0.9531 3.6542 -0.0271 -0.0099 0.0189 0.122
H 2.5105 -1.7823 4.7920 0.0301 0.0017 0.0047 0.124
H 2.8189 -1.7142 3.0447 -0.0235 0.1484 0.0633 0.102
H 2.1852 -4.1102 3.0640 -0.0227 -0.0238 -0.0255 0.070
H 4.1212 -5.0179 4.0627 0.0567 0.0068 0.0186 0.118
H 4.4377 -3.4572 4.8021 0.0012 0.0542 -0.0125 0.115
H 5.8849 -3.7744 2.9325 0.0145 0.0190 -0.0285 0.124
H 4.8037 -2.4775 2.4893 -0.0913 0.0013 -0.0712 0.090
H 3.4204 -2.7009 0.7984 -0.0381 0.0154 0.0539 0.090
H 2.5241 -4.2298 1.0213 -0.0659 0.1213 0.0016 0.071
H 3.6843 -4.0707 -0.2953 0.0318 0.0014 0.0088 0.087
C 6.6218 3.3616 -0.4533 0.1163 -0.0386 0.0422 -0.116
O 7.4715 3.3442 0.6781 -0.2045 -0.0147 -0.1131 -0.196
C 6.9355 4.0108 1.8148 0.2855 0.0729 0.1695 -0.218
C 6.6490 3.0258 2.9275 -0.1075 -0.1685 -0.1668 -0.216
N 5.5277 2.1599 2.5838 0.1272 -0.0069 0.1124 -0.049
C 5.3276 1.0430 3.5021 -0.1321 0.0504 -0.2029 -0.198
C 6.4181 -0.0212 3.5783 -0.1305 -0.1371 0.2500 -0.222
O 6.5633 -0.7846 2.3955 0.1356 0.1770 -0.0319 -0.201
C 7.4323 -0.2381 1.4178 -0.1108 -0.2027 -0.0898 -0.087
H 7.1721 2.9230 -1.2837 0.0367 -0.0123 0.0268 0.088
H 5.7130 2.7731 -0.2876 -0.0614 0.0792 -0.0280 0.081
H 6.3435 4.3848 -0.7218 -0.0570 -0.0029 -0.0105 0.088
H 6.0392 4.5805 1.5555 -0.0653 -0.0806 -0.0357 0.122
H 7.6940 4.7185 2.1615 -0.0199 0.0253 -0.0077 0.121
H 6.4060 3.5776 3.8400 -0.0036 -0.0208 0.0251 0.124
H 7.5699 2.4550 3.1081 0.0766 0.1168 0.0766 0.107
H 5.6757 1.7889 1.6547 -0.0180 0.0098 -0.0494 0.071
H 4.4019 0.5451 3.2003 -0.0003 -0.0442 0.0576 0.110
H 5.1572 1.4442 4.5059 0.0456 0.0106 0.0195 0.119
H 6.1180 -0.7326 4.3542 0.0071 -0.0154 -0.0122 0.118
H 7.3848 0.3869 3.8943 0.0220 0.0780 -0.1097 0.112
H 8.2400 0.3432 1.8682 -0.0267 0.0630 0.0160 0.090
H 6.8882 0.3840 0.7020 0.0854 0.1134 0.0211 0.074
H 7.8686 -1.0696 0.8640 -0.0037 -0.0245 0.0401 0.090
```
Positions in Å, forces in eV/Å.